Entry from the Open Molecules 2025 dataset: C6H8INS as an isolated structure at a distorted geometry (ωB97M-V/def2-TZVPD).

CARTESIAN COORDINATES (ANGSTROEM)
I: -0.5072 1.6813 -2.9083
S: 0.1577 -1.2518 -1.7574
N: 0.6779 0.5158 2.3367
C: -0.4521 0.3640 -1.1989
C: 0.9627 -1.2929 0.8908
C: 0.7783 0.1279 1.1352
C: 0.7702 1.0207 -0.0623
C: 0.7716 -1.9191 -0.2745
C: -1.7869 0.2774 -0.5157
H: -1.7274 -0.4146 0.3249
H: 1.7141 0.9934 -0.6004
H: 0.9745 -2.9739 -0.3898
H: -2.5500 -0.0769 -1.2078
H: 1.2769 -1.8674 1.7487
H: 0.5576 1.5194 2.4600
H: 0.4647 2.0414 0.1567
H: -2.0827 1.2553 -0.1379

Highest occupied orbital energy ... -8.66 eV
Gap between HOMO and LUMO ... 8.833 eV
ΔE to the lowest compared entry with this formula, charge and spin ... 0.0 kJ/mol
DFT total energy ... -26776.6868 eV
LUMO energy ... 0.18 eV



Entry from the Open Molecules 2025 dataset: C6H11N2O8P2S2V as an isolated structure at a distorted geometry (ωB97M-V/def2-TZVPD).

CARTESIAN COORDINATES (ANGSTROEM)
V: -0.2113 0.0870 0.7640
S: -4.3463 -1.1626 -1.1299
S: -1.3845 -0.8809 -0.9509
P: 2.1619 -1.1318 0.8631
P: 0.0965 -1.3403 2.9784
O: 1.2037 -0.3564 3.5670
O: -3.0391 0.6772 0.2446
O: 2.1271 -1.7670 -0.5836
O: -0.9600 -0.3430 2.4130
O: 3.3814 -1.3818 1.6170
O: -0.2886 -2.4303 3.8505
O: 1.6380 0.3188 0.6459
O: 0.7980 -1.8501 1.5265
N: -0.1517 4.1601 0.6219
N: -0.4845 2.0241 0.3283
C: -3.0291 -0.4247 -0.5179
C: -4.2917 1.2098 0.6885
C: -0.4894 3.9876 -0.7125
C: 0.1917 5.4315 1.2778
C: -0.1590 2.9572 1.2003
C: -0.6929 2.6635 -0.8836
H: -4.6652 0.6184 1.5204
H: 1.9141 -0.8236 4.0281
H: -5.0160 1.2027 -0.1147
H: 0.0479 2.7913 2.2456
H: 2.7885 -2.4628 -0.6850
H: -0.4882 5.6312 2.1009
H: -0.5614 4.8178 -1.3995
H: -4.0676 2.2229 1.0082
H: 0.1028 6.2258 0.5445
H: 1.2117 5.4023 1.6480
H: -0.9712 2.1160 -1.7658

Highest occupied orbital energy (alpha / beta) ... -8.39 / -8.44 eV
Gap between HOMO and LUMO (alpha / beta) ... 8.329 / 8.464 eV
ΔE to the lowest compared entry with this formula, charge and spin ... 54.5 kJ/mol
DFT total energy ... -91705.3895 eV
2S+1 ... 3
LUMO energy (alpha / beta) ... -0.06 / 0.03 eV



Entry from the Open Molecules 2025 dataset: a 9-piece molecular cluster, C35H89N3O9 overall at a distorted geometry (ωB97M-V/def2-TZVPD).

CARTESIAN COORDINATES (ANGSTROEM)
O: 2.4791 4.2109 -2.2702
O: 0.3279 3.7675 -4.1114
O: 6.1863 -1.6610 -6.1064
O: -2.1714 1.4766 1.8621
O: -1.3700 0.4175 -0.9885
O: -2.9787 -4.7409 1.9471
O: 0.1902 0.9440 -4.1142
O: -6.0817 -2.2936 -0.3485
O: 1.6719 -2.1529 3.0289
N: 2.0721 -1.1156 3.7959
N: 0.4262 -0.2341 1.2123
N: -3.4142 -1.0811 1.0732
C: -0.8696 4.9154 -2.3504
C: 3.7564 -0.3949 2.1833
C: -2.2017 2.1034 3.1323
C: -3.1896 -3.5403 1.1604
C: -2.4154 1.3321 -1.3500
C: -2.0510 0.9538 -5.0010
C: -5.4463 -1.8788 -2.5107
C: -2.9198 -2.1870 1.8575
C: 5.1659 -0.7726 -5.7235
C: -3.1113 1.3565 4.1705
C: 3.9402 0.2708 4.5807
C: -0.7792 5.8725 -4.7314
C: 0.8789 -1.2779 -1.0477
C: -2.6509 3.5644 2.9559
C: 3.9684 -1.2548 -6.6166
C: 2.0427 -0.1817 6.1197
C: -0.7807 -1.1691 -4.4490
C: -0.7379 0.2243 -4.9848
C: -0.1252 1.0460 -0.8397
C: 3.4979 -0.8724 3.6482
C: 0.7355 -0.0138 -0.1751
C: 4.3779 -2.1166 3.8718
C: -1.6423 -4.9898 2.2912
C: 3.8915 2.2614 -1.6365
C: 0.0493 -1.2351 5.0211
C: -0.8029 4.5293 -3.8440
C: 4.7994 -0.8049 -4.2009
C: 2.8056 3.8565 0.1378
C: -6.1631 -2.8441 -1.6523
C: 1.9641 -2.6203 5.7906
C: -5.5567 -4.3028 -1.6717
C: -3.4937 -2.2643 3.3285
C: 1.5864 -1.3093 5.1331
C: 3.5693 -0.0032 6.0309
C: 2.7517 3.1793 -1.2666
H: -0.0478 5.5903 -2.1610
H: 2.9069 3.1440 0.9733
H: -3.6674 -3.3030 3.5201
H: -4.1451 1.2920 3.8207
H: -2.7510 -1.9086 4.0737
H: 1.1169 0.2609 1.7644
H: 4.4410 -1.7981 -3.9337
H: 5.3769 0.2210 -6.0957
H: 1.8501 2.5659 -1.2399
H: -1.7370 6.4065 -4.6182
H: 3.3262 0.5954 2.0234
H: 1.8809 4.3426 0.1914
H: -6.4968 -2.9700 0.1824
H: 4.8706 2.5126 -1.3450
H: -1.1846 -1.2318 -3.4511
H: 1.6659 -1.9413 -0.6065
H: 1.2467 -2.8705 6.5665
H: -4.3427 -1.7743 -2.2494
H: 0.1967 -1.6536 -4.4735
H: -1.1613 2.1473 3.5236
H: -0.4513 0.1632 1.5426
H: 4.8600 -0.4307 1.9810
H: 3.8613 0.8366 6.6648
H: -1.6328 4.0117 -4.1814
H: -4.2835 -3.5064 0.9508
H: 3.6381 4.5165 0.2135
H: -1.4397 -1.7265 -5.1200
H: 3.7556 -2.2802 -6.2821
H: 5.3358 -1.9764 3.3855
H: -2.8841 0.3708 -5.3395
H: -0.3444 -1.2207 6.0464
H: -2.2557 1.3488 -3.9959
H: -4.4698 -4.1872 -1.6202
H: 1.0621 4.0521 -3.5387
H: 0.2662 1.3710 -1.8040
H: -4.3947 -1.1553 0.7173
H: -1.8474 5.3939 -2.2061
H: 1.8359 -3.4306 5.0312
H: -2.6767 0.6572 1.8857
H: -3.1451 0.6664 -1.9137
H: -5.9327 -0.9229 -2.3190
H: -0.6414 5.5802 -5.7743
H: -0.0561 6.6516 -4.5752
H: 0.1140 1.9068 -4.1821
H: 3.6088 1.3486 -1.0883
H: 1.2274 -1.7904 2.2598
H: -1.5699 -5.9206 2.8049
H: 1.5790 0.7722 5.7941
H: 3.1328 -0.6249 -6.4692
H: 6.7611 -1.8095 -5.3516
H: 4.6666 -2.2912 4.8817
H: -0.7762 4.0883 -1.6093
H: 4.9521 0.5218 4.3970
H: 3.4040 -1.1390 1.5283
H: 3.9597 -0.1790 -3.9873
H: -0.0092 -1.9365 -1.0569
H: 5.6708 -0.5620 -3.5807
H: -4.4206 -1.7301 3.3900
H: 3.2649 1.0927 4.3103
H: -3.0948 1.9346 5.1604
H: 3.9139 -3.0019 3.4375
H: 4.2009 -1.2807 -7.6809
H: -3.5782 3.6083 2.4058
H: -0.9785 -4.9576 1.4175
H: -1.3262 -4.1850 2.9903
H: -1.8539 4.1528 2.4826
H: -5.6027 -2.1798 -3.5429
H: 3.7936 1.9163 -2.6752
H: 1.8474 -0.4440 7.1468
H: -2.8437 -0.8246 0.2705
H: -7.2244 -2.8964 -1.9853
H: 4.0721 -0.8936 6.3255
H: -0.2933 -2.0610 4.3856
H: -1.9544 1.8160 -5.6735
H: -5.9617 -4.8612 -2.5156
H: 3.0091 -2.6557 6.1636
H: 1.1918 -0.9873 -2.0304
H: -1.9017 2.1766 -1.8724
H: -2.7556 0.2940 4.2512
H: -2.8596 4.0926 3.9011
H: -0.2519 1.8948 -0.1693
H: -0.1873 -0.2727 4.6013
H: -1.8150 -2.0756 1.9190
H: 3.1952 4.8101 -2.0786
H: -2.6437 -3.6021 0.2125
H: -5.8719 -4.9243 -0.7861
H: 1.7743 0.4208 -0.1786
H: -2.9019 1.6931 -0.4851
H: -0.3484 0.1671 -5.9941

SMILES ... CC1(C)CCCC(C)(C)N1O.COC[C@H](C)N.COC[C@H](C)N.CC(C)O.CC(C)O.CC(C)O.CC(C)O.CC(C)O.CC(C)O
Highest occupied orbital energy ... -8.23 eV
Gap between HOMO and LUMO ... 8.732 eV
DFT total energy ... -60632.8569 eV
LUMO energy ... 0.50 eV